1.
ORCA calculation (wB97M-V/def2-TZVPD) on C33H38N3O3P2Re as an isolated structure at a distorted geometry.

Last column: Mulliken spin population.
Positions of all 80 atoms, in Å:
Re  0.24  0.60  -0.50  1.7570
C  1.02  -0.55  -4.77  -0.0006
O  -0.21  -0.10  -5.29  0.0021
C  -1.32  0.05  -4.51  0.0223
C  -2.52  0.11  -5.21  -0.0094
C  -3.73  0.26  -4.54  0.0170
C  -3.75  0.34  -3.17  -0.0125
C  -2.57  0.30  -2.42  0.0252
C  -2.70  0.22  -1.00  0.0125
N  -1.77  0.28  -0.09  -0.0322
N  -2.17  -0.05  1.16  0.0027
C  -1.43  -0.81  1.89  -0.0011
O  -0.27  -1.37  1.59  0.0448
C  -1.92  -1.09  3.25  0.0003
C  -3.11  -0.52  3.69  0.0030
C  -3.56  -0.75  4.98  -0.0003
C  -2.81  -1.54  5.84  0.0004
C  -1.64  -2.13  5.40  -0.0002
C  -1.19  -1.91  4.11  0.0129
C  -1.30  0.19  -3.09  0.0179
O  -0.17  0.19  -2.47  0.0620
H  1.56  -0.96  -5.63  0.0002
H  0.88  -1.34  -4.03  0.0004
H  1.60  0.28  -4.35  0.0004
H  -2.48  0.02  -6.28  -0.0002
H  -4.65  0.29  -5.10  0.0015
H  -4.69  0.45  -2.64  0.0003
H  -3.70  0.00  -0.64  0.0030
H  -3.68  0.10  3.01  -0.0002
H  -4.49  -0.32  5.31  0.0001
H  -3.15  -1.70  6.85  0.0000
H  -1.07  -2.76  6.07  0.0001
H  -0.28  -2.38  3.76  0.0066
N  2.32  0.18  -1.27  0.0224
C  3.22  -0.85  -0.81  0.1060
C  4.55  -0.70  -1.18  -0.0821
C  5.49  -1.69  -0.97  0.1388
C  5.07  -2.89  -0.41  -0.0643
C  3.77  -3.04  -0.01  0.1443
C  2.78  -2.02  -0.14  0.1390
C  1.46  -2.31  0.34  0.0392
C  1.18  -3.54  1.00  -0.2178
C  -0.02  -4.16  0.84  0.2671
C  -0.94  -3.62  -0.12  -0.0428
C  -0.80  -2.35  -0.53  0.2318
C  0.22  -1.47  0.18  0.3546
H  1.97  -0.13  -2.19  0.0088
H  2.87  1.02  -1.46  0.0199
H  4.85  0.21  -1.68  0.0004
H  6.51  -1.55  -1.30  0.0065
H  5.76  -3.72  -0.31  -0.0017
H  3.47  -3.99  0.40  0.0166
H  1.95  -4.03  1.58  0.0081
H  -0.24  -5.09  1.33  -0.0158
H  -1.71  -4.26  -0.53  0.0033
H  -1.45  -1.93  -1.28  -0.0011
C  0.52  4.33  -1.69  0.0095
P  -0.48  3.04  -0.85  -0.0255
C  -2.15  3.50  -1.45  0.0126
C  -0.55  3.65  0.89  -0.0087
C  0.74  3.31  1.62  0.0235
P  1.08  1.48  1.59  -0.0434
C  2.91  1.42  1.79  0.0113
C  0.59  1.01  3.29  0.0179
H  1.57  4.27  -1.39  -0.0058
H  0.13  5.32  -1.44  0.0009
H  0.45  4.18  -2.77  0.0008
H  -2.29  4.58  -1.32  -0.0012
H  -2.92  2.97  -0.89  0.0009
H  -2.26  3.25  -2.50  -0.0011
H  -1.39  3.15  1.37  0.0024
H  -0.73  4.72  0.90  -0.0028
H  0.69  3.64  2.66  -0.0034
H  1.58  3.82  1.15  0.0001
H  3.21  1.91  2.71  -0.0001
H  3.40  1.90  0.94  -0.0040
H  3.21  0.37  1.82  -0.0021
H  1.14  1.62  4.00  -0.0008
H  0.83  -0.04  3.45  -0.0005
H  -0.48  1.15  3.43  0.0021

As for the expectation value of S²: 3.822. Its spin multiplicity is 4. For the HOMO-LUMO gap (spin up / spin down), the calculation gives 7.22 / 6.35 eV. For the LUMO energy (spin up / spin down), the calculation gives -2.62 / -3.77 eV. As for the total charge: +1.


2.
ORCA calculation (wB97M-V/def2-TZVPD) on C33H38N3O5Se2TeTi as an isolated structure.

Last column: Mulliken spin population.
Positions of all 83 atoms, in Å:
Ti  0.24  -0.29  -0.48  0.0580
O  1.61  -1.91  -0.90  0.0013
C  3.02  -1.69  -1.10  -0.0003
C  3.27  -0.63  -2.16  -0.0006
C  4.67  -0.93  -2.72  0.0001
O  5.04  0.10  -3.62  0.0000
C  3.29  0.81  -1.60  -0.0010
Se  2.13  1.23  -0.06  0.0048
C  2.26  -0.80  -3.30  -0.0004
Se  0.51  -0.03  -2.93  0.0017
H  1.55  -2.57  -0.16  -0.0001
H  3.44  -2.65  -1.43  0.0000
H  3.47  -1.40  -0.15  0.0005
H  4.65  -1.90  -3.23  -0.0001
H  5.39  -0.99  -1.89  0.0000
H  5.91  -0.10  -3.98  0.0000
H  3.03  1.51  -2.39  0.0004
H  4.29  1.05  -1.26  0.0002
H  2.15  -1.86  -3.53  0.0003
H  2.63  -0.29  -4.19  -0.0001
C  1.41  -3.81  3.97  0.0000
N  0.90  -2.58  3.38  -0.0001
C  0.35  -1.59  4.13  -0.0001
C  -0.11  -0.44  3.60  0.0005
C  0.01  -0.30  2.17  -0.0004
O  -0.34  0.69  1.49  -0.0053
N  0.54  -1.31  1.46  -0.0033
C  1.01  -2.44  2.00  0.0006
O  1.53  -3.34  1.32  -0.0001
H  1.24  -3.78  5.04  0.0000
H  2.48  -3.91  3.77  0.0000
H  0.90  -4.67  3.54  0.0000
H  0.31  -1.79  5.19  0.0000
H  -0.54  0.35  4.20  0.0000
C  -3.55  9.10  -1.83  -0.0025
C  -3.05  7.68  -1.77  0.0218
C  -3.86  6.62  -2.14  -0.0127
C  -3.42  5.30  -2.11  -0.0758
C  -4.37  4.22  -2.53  0.0337
C  -2.11  5.05  -1.70  0.0924
Te  -1.21  3.07  -1.57  0.5415
N  -1.38  0.86  -1.06  0.2984
C  -2.17  -0.05  -0.59  -0.0009
O  -1.60  -1.18  -0.27  0.0225
C  -3.64  0.07  -0.39  -0.0100
C  -4.22  1.29  -0.06  0.0150
C  -5.59  1.38  0.10  0.0164
C  -6.39  0.25  -0.07  -0.0006
C  -5.81  -0.97  -0.38  0.0006
C  -4.43  -1.06  -0.53  -0.0014
C  -1.81  2.55  -3.53  0.0621
C  -2.76  1.55  -3.73  0.0196
C  -3.14  1.20  -5.01  -0.0040
C  -2.57  1.85  -6.10  0.0039
C  -1.62  2.84  -5.89  -0.0001
C  -1.21  3.20  -4.61  -0.0661
C  -0.14  4.24  -4.43  0.0542
C  -1.28  6.10  -1.28  -0.0248
C  0.13  5.88  -0.79  0.0219
C  -1.76  7.40  -1.33  -0.0068
H  -4.62  9.14  -2.01  -0.0001
H  -3.05  9.65  -2.63  0.0017
H  -3.34  9.63  -0.90  0.0013
H  -4.88  6.82  -2.47  -0.0003
H  -5.40  4.56  -2.41  0.0015
H  -4.24  3.31  -1.95  -0.0070
H  -4.23  3.96  -3.58  0.0024
H  -3.59  2.16  0.09  -0.0139
H  -6.04  2.33  0.37  0.0000
H  -7.46  0.33  0.06  0.0000
H  -6.43  -1.84  -0.51  0.0000
H  -3.96  -2.01  -0.76  -0.0004
H  -3.20  1.04  -2.88  -0.0039
H  -3.88  0.43  -5.16  0.0002
H  -2.86  1.58  -7.11  0.0003
H  -1.16  3.33  -6.74  -0.0002
H  0.24  4.57  -5.39  0.0016
H  0.69  3.83  -3.85  -0.0149
H  -0.52  5.12  -3.90  -0.0166
H  0.16  5.22  0.08  -0.0015
H  0.59  6.82  -0.50  0.0015
H  0.76  5.42  -1.56  -0.0094
H  -1.12  8.22  -1.02  0.0029

As for the expectation value of S²: 0.756. Its spin multiplicity is 2. For the HOMO-LUMO gap (spin up / spin down), the calculation gives 7.39 / 6.07 eV. For the LUMO energy (spin up / spin down), the calculation gives 0.19 / -1.16 eV.


3.
ORCA calculation (wB97M-V/def2-TZVPD) on C33H38N9O2STa as an isolated structure at a distorted geometry.

Last column: Löwdin charge in e.
Positions of all 84 atoms, in Å:
Ta  0.48  -0.71  0.28  1.8131
C  7.47  0.19  -1.39  -0.0015
C  5.99  0.24  -1.16  -0.2028
C  5.17  1.08  -1.89  0.0757
C  3.78  1.18  -1.66  -0.0842
C  3.16  2.27  -2.38  0.0708
N  2.34  3.17  -1.96  0.1284
C  1.80  3.37  -0.61  -0.1273
C  0.63  4.37  -0.64  -0.1282
C  -0.09  4.49  0.71  -0.1001
N  -0.85  3.27  1.00  0.1039
C  -2.13  3.14  1.10  0.0691
C  -2.81  1.91  1.38  -0.0905
C  -4.14  1.93  1.83  0.0839
C  -4.80  0.79  2.27  -0.2140
C  -6.23  0.83  2.72  -0.0079
C  -4.06  -0.39  2.33  0.0804
C  -2.75  -0.48  1.85  -0.1053
C  -2.00  -1.70  2.04  -0.0153
N  -0.78  -1.96  1.68  -0.0787
C  -0.26  -3.30  2.02  -0.1913
C  1.04  -3.33  2.84  -0.1256
C  1.98  -2.13  2.78  -0.1791
N  2.28  -1.58  1.45  -0.1588
C  3.49  -1.37  1.11  -0.0618
C  3.99  -0.57  0.01  -0.1071
C  5.37  -0.56  -0.20  0.0826
C  3.17  0.28  -0.76  -0.2282
O  1.84  0.17  -0.67  -0.2927
C  -2.15  0.66  1.29  -0.2377
O  -0.98  0.56  0.70  -0.2962
H  7.76  0.79  -2.24  0.0968
H  7.81  -0.83  -1.54  0.1073
H  8.00  0.57  -0.51  0.1116
H  5.62  1.73  -2.63  0.1472
H  3.53  2.42  -3.39  0.1740
H  2.13  3.93  -2.61  0.1854
H  2.60  3.76  0.03  0.1620
H  1.50  2.41  -0.20  0.0730
H  -0.09  4.08  -1.41  0.1091
H  1.01  5.36  -0.90  0.1413
H  -0.77  5.34  0.69  0.1457
H  0.63  4.64  1.51  0.1488
H  -0.28  2.45  1.20  0.0807
H  -2.73  4.05  1.03  0.1714
H  -4.65  2.89  1.88  0.1485
H  -6.55  1.84  2.97  0.0977
H  -6.39  0.19  3.59  0.1016
H  -6.89  0.47  1.93  0.1053
H  -4.52  -1.26  2.78  0.1486
H  -2.53  -2.47  2.60  0.1561
H  -0.09  -3.82  1.07  0.0701
H  -1.01  -3.87  2.57  0.1314
H  1.58  -4.24  2.54  0.1297
H  0.80  -3.45  3.89  0.1345
H  2.91  -2.42  3.28  0.1419
H  1.56  -1.31  3.35  0.1190
H  4.27  -1.78  1.76  0.1621
H  6.00  -1.21  0.41  0.1521
C  -3.48  -3.01  -2.13  0.0236
C  -2.41  -2.07  -1.66  -0.2307
N  -1.25  -2.45  -1.28  0.0066
N  -0.90  -3.76  -1.42  0.0156
C  0.41  -4.04  -1.48  -0.7454
N  0.80  -5.23  -1.89  0.1838
S  1.56  -2.89  -0.97  0.7993
C  -2.54  -0.61  -1.81  -0.2154
C  -3.74  0.03  -2.10  0.0323
C  -3.74  1.37  -2.43  0.0033
C  -2.53  2.05  -2.46  -0.0151
C  -1.38  1.36  -2.10  -0.1260
N  -1.38  0.07  -1.78  0.0599
H  -3.22  -3.43  -3.11  0.1240
H  -4.44  -2.53  -2.24  0.0871
H  -3.60  -3.85  -1.43  0.1060
H  -1.56  -4.40  -1.84  0.1578
H  0.15  -5.94  -2.21  0.1529
H  1.78  -5.46  -1.93  0.1369
H  -4.68  -0.52  -2.11  0.1247
H  -4.66  1.88  -2.69  0.1375
H  -2.48  3.09  -2.76  0.1251
H  -0.41  1.84  -2.10  0.0989
N  1.42  1.70  2.36  0.1193
C  1.14  0.70  1.85  -0.2885

For the HOMO-LUMO gap, the calculation gives 6.76 eV. For the LUMO energy, the calculation gives -12.14 eV. As for the total charge: +4.


4.
ORCA calculation (wB97M-V/def2-TZVPD) on C33H39BaN5 as an isolated structure at a distorted geometry.

Last column: Löwdin charge in e.
Positions of all 78 atoms, in Å:
Ba  0.15  -1.44  -0.46  1.4761
N  1.59  -2.37  1.56  -0.1249
N  1.81  0.88  2.03  -0.1408
C  -2.58  0.59  0.19  -0.2784
C  -2.44  0.39  1.58  -0.2564
C  -2.41  -1.01  1.82  -0.2875
C  -2.22  -1.68  3.13  -0.0800
H  -2.23  -0.94  3.95  0.0626
H  -1.26  -2.22  3.18  0.0659
H  -3.02  -2.41  3.33  0.0686
C  -2.60  -1.67  0.59  -0.4079
C  -2.66  -3.14  0.37  -0.1001
H  -3.71  -3.47  0.26  0.0767
H  -2.25  -3.70  1.23  0.0698
H  -2.14  -3.48  -0.55  0.0438
C  -2.69  -0.68  -0.43  -0.4161
C  -2.85  -0.95  -1.88  -0.1013
H  -2.19  -1.76  -2.27  0.0510
H  -2.65  -0.05  -2.48  0.0686
H  -3.88  -1.27  -2.11  0.0756
C  -2.32  1.43  2.62  -0.0728
H  -2.87  1.14  3.53  0.0650
H  -2.73  2.39  2.28  0.0611
H  -1.27  1.59  2.92  0.0595
C  -2.61  1.89  -0.53  -0.0598
H  -1.73  2.01  -1.19  0.0735
H  -2.61  2.73  0.17  0.0587
H  -3.51  1.98  -1.16  0.0735
C  2.17  -3.59  1.41  -0.1729
H  1.53  -4.39  1.01  0.0852
C  3.52  -3.83  1.69  -0.1079
H  3.94  -4.82  1.51  0.0842
C  4.31  -2.81  2.23  -0.1049
H  5.38  -2.95  2.42  0.0929
C  3.69  -1.62  2.56  -0.0451
H  4.21  -0.80  3.04  0.0924
C  2.30  -1.46  2.31  -0.3409
C  1.60  -0.29  2.74  -0.2030
H  0.59  -0.42  3.15  0.0639
C  1.08  1.23  0.89  -0.0636
C  2.76  1.89  2.34  -0.0624
H  3.51  1.75  3.10  0.0982
C  2.50  2.91  1.52  -0.0907
H  2.96  3.88  1.44  0.1042
N  1.44  2.54  0.69  -0.0769
C  0.76  3.46  -0.16  -0.1526
C  -0.09  4.42  0.41  -0.2082
C  -0.76  5.31  -0.44  -0.0358
H  -1.41  6.07  0.00  0.1015
C  -0.59  5.27  -1.83  -0.2784
C  -1.29  6.25  -2.73  -0.1600
H  -2.06  5.75  -3.34  0.0605
H  -0.59  6.72  -3.42  0.0570
H  -1.78  7.03  -2.14  0.0546
C  0.25  4.29  -2.37  -0.0583
H  0.40  4.25  -3.45  0.0785
C  0.93  3.38  -1.55  -0.2112
C  1.87  2.39  -2.17  -0.0812
H  2.88  2.44  -1.73  0.0688
H  1.97  2.64  -3.23  0.0392
H  1.51  1.36  -2.11  0.0591
C  -0.28  4.53  1.88  -0.0492
H  0.58  4.99  2.38  0.0758
H  -0.47  3.55  2.36  0.0630
H  -1.15  5.17  2.08  0.0718
N  -0.17  -5.61  -0.79  0.0958
C  0.44  -5.03  -1.86  -0.4538
C  0.89  -5.78  -2.97  -0.1194
C  1.54  -5.11  -4.01  -0.1955
C  1.73  -3.73  -3.92  -0.1598
C  1.27  -3.05  -2.80  -0.3226
N  0.61  -3.69  -1.79  -0.1891
H  -0.49  -5.03  -0.02  0.0646
H  -0.36  -6.60  -0.76  0.0858
H  0.71  -6.86  -2.98  0.0692
H  1.89  -5.65  -4.89  0.0652
H  2.24  -3.16  -4.70  0.0803
H  1.42  -1.96  -2.70  0.0075

For the HOMO-LUMO gap (spin up / spin down), the calculation gives 3.58 / 1.55 eV. For the LUMO energy (spin up / spin down), the calculation gives 4.36 / 4.14 eV. As for the total charge: -2.